C8H14ClCuN2O4 | the ωB97M-V functional and the def2-TZVPD basis

```
30
C8H14ClCuN2O4, DFT the ωB97M-V functional and the def2-TZVPD basis
Cu 2.589 -4.375 3.382
Cl 2.233 -0.911 2.385
O 2.975 0.301 2.087
O 1.179 -0.741 3.330
O 1.692 -1.375 1.154
O 3.119 -1.952 2.903
C 0.897 3.900 1.073
C 0.085 2.809 1.784
C -0.377 1.631 0.904
C -0.832 1.901 -0.483
N -1.231 1.896 -1.561
H 1.788 3.546 0.547
H 1.375 4.505 1.848
H 0.354 4.517 0.360
H -0.693 3.300 2.371
H 0.671 2.362 2.590
H -1.258 1.242 1.416
H 0.371 0.876 0.657
C -2.582 -2.495 -2.453
C -1.693 -1.364 -2.022
C -0.239 -1.780 -1.724
C 0.599 -2.017 -2.919
N 1.195 -2.272 -3.866
H -3.639 -2.235 -2.507
H -2.528 -3.443 -1.909
H -2.272 -2.881 -3.432
H -2.081 -0.911 -1.105
H -1.691 -0.489 -2.673
H -0.148 -2.598 -1.009
H 0.142 -0.946 -1.131
```

Values from the calculation:
E in eV: -76844.25685
LUMO level in eV: -3.81
Total charge: 0
Energy above the lowest of the compared OMol25 structures with the same formula, charge and spin in kcal per mole: 22.50


C4H11BBrF2N2O3S | the ωB97M-V functional and the def2-TZVPD basis

```
25
C4H11BBrF2N2O3S, DFT the ωB97M-V functional and the def2-TZVPD basis
O 3.589 3.100 1.045
S 2.130 2.920 0.854
O 1.625 3.795 -0.239
F 1.398 3.482 2.234
B 1.751 1.075 0.516
F 1.606 0.931 -0.909
C 0.505 0.463 1.366
C -0.925 0.645 0.752
C -1.309 2.106 0.368
Br -1.272 2.337 -1.604
H 2.750 0.468 0.796
H 0.519 0.814 2.417
H 0.674 -0.631 1.409
H -1.646 0.341 1.548
H -1.095 -0.067 -0.060
H -2.367 2.245 0.655
H -0.745 2.883 0.898
C -0.758 -2.998 -1.165
O -0.428 -2.137 -0.370
N 0.088 -3.995 -1.556
N -2.001 -3.034 -1.731
H -0.160 -4.713 -2.209
H 1.009 -3.994 -1.160
H -2.645 -2.312 -1.466
H -2.295 -3.729 -2.388
```

Values from the calculation:
E in eV: -100442.26388
LUMO level in eV: 2.53
Total charge: -1